Record 1
Below is a molecular structure, C5H6N2O in a non-equilibrium geometry, with properties calculated with ωB97M-V with the def2-TZVPD basis set.

Geometry as XYZ:
```
14
Properties=species:S:1:pos:R:3
C 0.98775 -0.38720 1.17156
C -0.77384 1.36718 -0.46942
C 0.07395 -0.38605 -0.02389
C 0.35526 -1.06959 -1.14975
N -1.94390 0.87875 -0.15040
N -0.23810 2.35661 -0.94566
C -1.60212 -0.32197 0.33195
O -2.15674 -1.19842 0.90907
H 0.71910 2.66196 -0.88972
H 1.95626 -0.83940 0.94793
H 1.15693 0.63296 1.52183
H 0.53424 -0.94426 1.99383
H -0.34986 -1.12969 -1.96894
H 1.28108 -1.62089 -1.27840
```

Results
Maximum force: 2.75 eV/A
Energy above the lowest of the compared OMol25 structures with the same formula, charge and spin: 70.9 kcal/mol

Record 2
Below is C7H13N3 in the gas phase in a non-equilibrium geometry, with properties calculated with ωB97M-V with the def2-TZVPD basis set.

Geometry as XYZ:
```
23
Properties=species:S:1:pos:R:3
C 0.30732 2.53110 2.03502
C -0.67822 2.15571 0.86106
C -0.43890 0.69917 0.38877
C -1.55204 -2.54082 -0.26822
C 0.39335 -0.98973 -0.68758
C 0.66023 0.34167 -0.40296
C 1.93172 1.06453 -0.69006
H 1.38859 2.44630 1.79971
H 0.26412 1.91503 2.88969
H 0.15691 3.51703 2.37558
H -0.36409 2.81678 0.14090
H -1.70925 2.28951 1.24339
H -2.11351 -2.63272 0.68890
H -2.18443 -2.62262 -1.19794
H -0.82550 -3.34574 -0.50320
H 2.00157 -1.71593 -1.71431
H 0.44234 -2.00244 -2.53453
H 2.50682 0.58449 -1.49077
H 1.91219 2.13284 -1.02594
H 2.48876 0.96315 0.22363
N -1.36268 -0.23255 0.56159
N -0.76500 -1.28691 -0.14614
N 1.02693 -1.89705 -1.60278
```

Results
Maximum force: 4.32 eV/A
Energy above the lowest of the compared OMol25 structures with the same formula, charge and spin: 22.3 kcal/mol
SMILES string: CCc1nn(C)c(N)c1C

Record 3
Below is a molecular structure, C10H11NO5Re in a non-equilibrium geometry, with properties calculated with ωB97M-V with the def2-TZVPD basis set.

Geometry as XYZ:
```
28
Properties=species:S:1:pos:R:3
Re -1.09836 -0.70682 -0.70724
O -0.22856 3.19508 0.12076
C -0.10366 2.03857 -0.10364
O -0.97956 1.27888 -0.71704
C 1.25914 1.30817 0.21996
C 1.67804 0.49688 -1.02804
C 3.17004 0.17278 -0.91204
C 3.17004 -0.91202 0.17236
C 1.67814 -1.02822 0.49656
O 1.02844 -0.76822 -0.76844
C 1.25924 0.21938 1.30836
C -0.10356 -0.10462 2.03866
O -0.22816 0.11878 3.19526
O -0.97956 -0.71732 1.27856
H 1.94184 2.12228 0.46916
H 1.36724 0.90848 -1.98934
H 3.55284 -0.20672 -1.86244
H 3.76584 1.04408 -0.64294
H 3.55284 -1.86232 -0.20744
H 3.76594 -0.64322 1.04376
H 1.36744 -1.98972 0.90796
H 1.94194 0.46848 2.12256
C -5.59476 -0.72512 -0.72434
C -4.20726 -0.79232 -0.79234
N -3.04886 -0.82852 -0.82874
H -6.01086 -1.62742 -0.26334
H -6.03956 -0.59822 -1.71724
H -5.87616 0.13908 -0.10934
```

Results
Charge: +2
Calculated total energy: -896.1112 a.u.
Spin multiplicity: 2
⟨S²⟩: 0.76
Maximum force: 6.33 eV/A

Record 4
Below is a molecular structure, C28H27BrN4O2PdS in a non-equilibrium geometry, with properties calculated with ωB97M-V with the def2-TZVPD basis set.

Geometry as XYZ:
```
64
Properties=species:S:1:pos:R:3
Pd -0.32524 0.57615 1.14510
O 3.14295 5.16370 3.69789
C 2.44281 4.09179 3.34768
C 2.77514 2.78387 3.71056
C 1.97018 1.75452 3.28348
N 0.86736 1.94758 2.54363
C 0.59315 3.19982 2.19589
Br -0.92152 3.35723 1.04753
C 1.31191 4.30788 2.55286
H 3.90364 4.94201 4.25107
H 3.64842 2.57421 4.31368
H 2.20236 0.72858 3.53865
H 1.03665 5.30515 2.24264
C 0.25166 -3.31019 -3.24004
C 1.17886 -3.72680 -2.11060
N 0.69614 -3.29091 -0.77787
C 0.11974 -4.34664 0.07398
C -1.16889 -4.90664 -0.50079
C 0.84499 -2.03654 -0.41438
S 0.30975 -1.62932 1.23374
N 1.41478 -1.19898 -1.28835
C 1.68403 0.04940 -0.95946
O 1.44501 0.53348 0.21565
C 2.29785 0.93376 -1.94744
C 2.71805 0.42520 -3.18045
C 3.27468 1.27440 -4.11816
C 3.41361 2.62757 -3.83163
C 2.99948 3.13777 -2.60629
C 2.44515 2.29423 -1.66219
H 0.65185 -3.68167 -4.18315
H 0.18242 -2.22542 -3.30321
H -0.74756 -3.72420 -3.11152
H 2.17650 -3.31755 -2.25249
H 1.26376 -4.81066 -2.05487
H -0.05258 -3.94875 1.07096
H 0.88128 -5.12133 0.17537
H -1.91445 -4.11961 -0.62130
H -1.56687 -5.65814 0.17965
H -1.00841 -5.38876 -1.46420
H 2.60803 -0.63018 -3.38614
H 3.60587 0.88598 -5.07131
H 3.84956 3.28949 -4.56815
H 3.11371 4.19183 -2.39379
H 2.12614 2.67653 -0.70224
C -3.06276 0.69639 4.40865
C -4.28752 0.57030 3.76476
C -4.32611 0.36574 2.39666
C -3.13688 0.29333 1.68985
N -1.96231 0.44946 2.32850
C -1.91246 0.64026 3.65294
C -2.98115 0.07249 0.25549
C -4.02890 -0.14315 -0.63258
C -3.77221 -0.30197 -1.98621
C -2.47141 -0.23006 -2.45788
C -1.40381 -0.03011 -1.58112
C -1.68032 0.10666 -0.24336
H -2.99633 0.84412 5.47642
H -5.20834 0.62909 4.32932
H -5.26884 0.26052 1.88044
H -0.93130 0.75192 4.09132
H -5.04797 -0.17887 -0.27059
H -4.58965 -0.47063 -2.67326
H -2.26936 -0.33105 -3.51596
H -0.40433 0.02568 -1.98338
```

Results
Charge: +2
Maximum force: 1.22 eV/A
Energy above the lowest of the compared OMol25 structures with the same formula, charge and spin: 0.0 kcal/mol

Record 5
Below is C5H8O in the gas phase, with properties calculated with ωB97M-V with the def2-TZVPD basis set.

Geometry as XYZ:
```
14
Properties=species:S:1:pos:R:3
C -0.73078 -0.44146 1.39117
C 0.55217 0.16537 -0.48710
C 0.15250 -0.93879 -1.40906
O 1.81337 0.50597 -0.57565
C -0.29570 0.70845 0.50316
C -0.75126 1.99918 0.63472
H -1.06605 0.02909 2.31372
H -1.52887 -1.05460 0.95652
H 0.11953 -1.10705 1.61462
H 0.53493 -0.73432 -2.41213
H -0.93441 -1.03887 -1.43512
H 0.58690 -1.88818 -1.07054
H 1.98240 1.12529 0.16060
H -0.35853 2.71328 -0.11978
```

Results
Maximum force: 0.55 eV/A
Energy above the lowest of the compared OMol25 structures with the same formula, charge and spin: 104.8 kcal/mol

Record 6
Below is C5H4N2 in the gas phase in a non-equilibrium geometry, with properties calculated with ωB97M-V with the def2-TZVPD basis set.

Geometry as XYZ:
```
11
Properties=species:S:1:pos:R:3
C -0.09297 -2.14793 1.82764
C -0.02808 -1.01150 1.42612
C -0.15499 0.24693 0.80637
N 0.75750 0.75799 -0.01534
C 0.32587 1.30732 -1.18343
C -0.67859 0.60047 -1.87758
N -1.42974 -0.07426 -2.45995
H -0.16435 -3.15994 2.15604
H -1.11751 0.74052 0.78695
H 1.74971 0.58713 0.15291
H 0.83314 2.15328 -1.61973
```

Results
Maximum force: 1.08 eV/A
Energy above the lowest of the compared OMol25 structures with the same formula, charge and spin: 96.1 kcal/mol

Record 7
Below is C3H3NO2 in the gas phase, with properties calculated with ωB97M-V with the def2-TZVPD basis set.

Geometry as XYZ:
```
9
Properties=species:S:1:pos:R:3
O 2.15947 -0.02261 -0.51189
C 0.84592 -0.06790 -0.21136
N 0.43744 -1.35574 0.33511
O -0.71799 -1.48955 0.63362
C -1.37804 0.95437 0.00256
C -0.11028 0.82427 -0.30344
H 2.53307 -0.87208 -0.22690
H -2.17446 0.75349 -0.71021
H -1.66500 1.26964 1.00425
```

Results
Maximum force: 0.74 eV/A
Energy above the lowest of the compared OMol25 structures with the same formula, charge and spin: 121.9 kcal/mol
SMILES string: C=C=C(O)N=O

Please write out number 3 again, unchanged.
Below is a molecular structure, C10H11NO5Re in a non-equilibrium geometry, with properties calculated with ωB97M-V with the def2-TZVPD basis set.

Geometry as XYZ:
```
28
Properties=species:S:1:pos:R:3
Re -1.09836 -0.70682 -0.70724
O -0.22856 3.19508 0.12076
C -0.10366 2.03857 -0.10364
O -0.97956 1.27888 -0.71704
C 1.25914 1.30817 0.21996
C 1.67804 0.49688 -1.02804
C 3.17004 0.17278 -0.91204
C 3.17004 -0.91202 0.17236
C 1.67814 -1.02822 0.49656
O 1.02844 -0.76822 -0.76844
C 1.25924 0.21938 1.30836
C -0.10356 -0.10462 2.03866
O -0.22816 0.11878 3.19526
O -0.97956 -0.71732 1.27856
H 1.94184 2.12228 0.46916
H 1.36724 0.90848 -1.98934
H 3.55284 -0.20672 -1.86244
H 3.76584 1.04408 -0.64294
H 3.55284 -1.86232 -0.20744
H 3.76594 -0.64322 1.04376
H 1.36744 -1.98972 0.90796
H 1.94194 0.46848 2.12256
C -5.59476 -0.72512 -0.72434
C -4.20726 -0.79232 -0.79234
N -3.04886 -0.82852 -0.82874
H -6.01086 -1.62742 -0.26334
H -6.03956 -0.59822 -1.71724
H -5.87616 0.13908 -0.10934
```

Results
Charge: +2
Calculated total energy: -896.1112 a.u.
Spin multiplicity: 2
⟨S²⟩: 0.76
Maximum force: 6.33 eV/A

Please write out number 6 again, unchanged.
Below is C5H4N2 in the gas phase in a non-equilibrium geometry, with properties calculated with ωB97M-V with the def2-TZVPD basis set.

Geometry as XYZ:
```
11
Properties=species:S:1:pos:R:3
C -0.09297 -2.14793 1.82764
C -0.02808 -1.01150 1.42612
C -0.15499 0.24693 0.80637
N 0.75750 0.75799 -0.01534
C 0.32587 1.30732 -1.18343
C -0.67859 0.60047 -1.87758
N -1.42974 -0.07426 -2.45995
H -0.16435 -3.15994 2.15604
H -1.11751 0.74052 0.78695
H 1.74971 0.58713 0.15291
H 0.83314 2.15328 -1.61973
```

Results
Maximum force: 1.08 eV/A
Energy above the lowest of the compared OMol25 structures with the same formula, charge and spin: 96.1 kcal/mol

What is the maximum force in the seventh record? 0.74 eV/A